# 1
15
Properties=species:S:1:pos:R:3 method="wB97M-V/def2-TZVPD" e_homo_ev=-8.506 charge=0 orbital_gap_ev=9.53 largest_force_ev_per_a=5.26 lumo_ha=0.0378 total_energy_ha=-341.7777
C 0.4006 -1.3364 -0.2447
C -0.9978 -0.7395 0.0429
C -0.5394 1.4698 -0.0287
C 1.3150 0.8067 0.5770
N 1.9966 0.5830 -0.6427
N 1.5507 -0.5033 0.1431
O -1.1496 0.4198 -0.6905
H 0.4060 -2.2762 0.2700
H 0.4734 -1.6109 -1.3438
H -1.8271 -1.3672 -0.2040
H -0.9727 -0.4320 1.1114
H -1.0403 1.9231 0.8484
H -0.2020 2.1405 -0.7049
H 1.5895 1.3632 1.5591
H 1.3651 0.7560 -1.3881

# 2
15
Properties=species:S:1:pos:R:3 method="wB97M-V/def2-TZVPD" smiles="N#C/C=C/CO.N" e_homo_ev=-9.799 charge=0 orbital_gap_ev=10.15 largest_force_ev_per_a=1.07 lumo_ha=0.0130 total_energy_ha=-341.9240
N -1.6487 -1.3939 0.7254
C -0.4297 1.1421 0.0482
C 0.5438 0.8299 -0.8068
C 1.7852 0.1030 -0.3757
O 1.4760 -0.7359 0.7241
C -1.6498 1.7607 -0.3865
N -2.6373 2.2544 -0.7360
H -0.7051 -1.5880 1.0513
H -2.2549 -2.1417 1.0485
H -0.3649 0.8820 1.0990
H 0.4503 1.0777 -1.8616
H -1.6047 -1.4691 -0.2880
H 2.5573 0.8390 -0.0979
H 2.1799 -0.4776 -1.2230
H 2.3027 -1.0825 1.0789